[1]
24
Properties=species:S:1:pos:R:3:forces:R:3:nbo_charge:R:1 method="wB97M-V/def2-TZVPD" largest_force_ev_per_a=5.1 homo_lumo_gap_ev=8.937 total_charge=+1 e_tot_ev=-13421.4975 de_lowest_ev=3.196
C -2.7545 0.2132 -0.2166 4.02 -0.56 0.09 0.41
C 1.3730 0.0122 -0.1150 -5.02 0.69 0.03 0.68
C 3.2824 1.2906 -0.0285 0.54 0.31 -0.02 -0.22
C 3.6441 -0.2041 0.0828 0.65 -0.01 0.07 -0.22
C -1.3879 0.4425 -0.2425 0.78 1.17 -0.17 -0.28
C -5.0754 0.4164 0.4092 -0.74 0.16 0.61 -0.43
C -0.2543 -1.7688 -0.1498 0.18 -0.29 0.11 -0.42
N 1.8353 1.2604 -0.1038 -0.21 -0.16 -0.02 -0.56
N -3.9354 0.1880 -0.3996 0.91 -0.23 -0.63 -0.33
N -0.0114 -0.3249 -0.1750 -0.14 -0.72 0.07 -0.38
N 2.3555 -0.8736 -0.0325 -0.18 -0.07 -0.10 -0.57
H 3.6067 1.8656 0.8429 0.00 -0.14 -0.12 0.23
H 3.7046 1.7558 -0.9240 -0.03 -0.12 0.12 0.22
H 4.3143 -0.5282 -0.7154 -0.07 0.06 0.08 0.23
H 4.1076 -0.4422 1.0432 -0.06 0.04 -0.11 0.22
H -1.1837 1.4860 -0.4375 -0.08 0.06 -0.01 0.22
H 1.2812 2.0906 -0.2051 -0.23 -0.11 -0.01 0.44
H -5.6759 1.1690 -0.1007 -0.10 -0.06 0.12 0.24
H -5.6558 -0.5046 0.4565 -0.03 0.06 -0.01 0.24
H -4.8301 0.7506 1.4201 0.01 -0.03 -0.07 0.20
H 0.3474 -2.2828 -0.9030 -0.08 -0.01 -0.01 0.21
H -0.0407 -2.1847 0.8389 -0.05 -0.05 -0.05 0.21
H -1.2985 -1.9586 -0.3843 0.09 -0.01 0.00 0.24
H 2.2514 -1.8683 0.0398 -0.19 -0.01 0.02 0.44

---

[2]
25
Properties=species:S:1:pos:R:3:forces:R:3:nbo_charge:R:1 method="wB97M-V/def2-TZVPD" largest_force_ev_per_a=3.4 homo_lumo_gap_ev=5.992 total_charge=-1 e_tot_ev=-24261.1665 de_lowest_ev=2.714
C 0.0743 -2.7270 -0.5885 0.37 1.86 1.34 -0.38
C 0.3863 -2.2913 0.8906 -1.43 1.09 -2.41 -0.41
C 0.9556 -1.8333 -1.4901 -1.93 0.55 -0.20 -0.41
C -0.1908 -0.9015 1.1156 -1.14 -1.08 -0.28 -0.37
C 0.4601 -0.3735 -1.2717 0.05 -2.03 0.66 -0.41
C -1.9761 3.3155 0.7524 -0.97 -1.32 1.05 -0.12
C 0.5087 0.1066 0.1619 -0.95 -1.69 2.18 -0.09
N 0.6284 2.3002 0.3022 0.70 -2.85 -0.55 -0.02
N -1.0260 3.9643 0.2102 -1.65 -1.32 -0.39 -0.26
N -0.1821 1.2958 0.5450 0.62 2.95 -1.30 -0.42
N 0.2543 3.4818 0.1775 -1.75 1.94 1.03 -0.13
S 1.2428 4.8281 -0.0521 2.14 0.99 -0.19 -0.42
H 0.3952 -3.7248 -0.6840 -0.13 -1.59 -0.38 0.19
H -1.0970 -2.5698 -0.8212 2.81 -0.44 0.41 0.20
H -0.0867 -2.9393 1.5166 -1.50 -2.07 1.97 0.18
H 1.4132 -2.3344 1.1804 1.04 0.06 -0.37 0.19
H 2.0305 -1.7688 -1.4435 0.61 -0.75 1.28 0.20
H 0.8587 -2.2933 -2.4735 -0.52 0.89 -0.71 0.19
H -1.3497 -0.8954 0.8313 2.31 -0.05 0.73 0.19
H -0.1062 -0.7360 2.2337 -0.04 0.76 -1.39 0.21
H 0.8914 0.2159 -1.9833 1.86 2.21 -1.36 0.21
H -0.5229 -0.2706 -1.5153 -3.29 -0.27 -0.94 0.19
H -2.1057 2.4540 1.4381 1.58 0.26 -0.50 0.18
H -2.9922 3.6061 0.5810 -0.46 1.33 -0.54 0.14
H 1.5361 0.0907 0.3867 1.68 0.55 0.90 0.17

---

[3]
27
Properties=species:S:1:pos:R:3:forces:R:3:nbo_charge:R:1 method="wB97M-V/def2-TZVPD" largest_force_ev_per_a=4.1 homo_lumo_gap_ev=7.962 total_charge=+2 e_tot_ev=-17878.9057 de_lowest_ev=3.407
C -3.1540 0.8949 -0.4233 1.63 0.05 -0.22 0.28
C -1.1691 1.0180 -1.1125 2.71 0.56 0.52 0.25
C 3.9074 2.0464 -0.4334 1.49 -0.28 3.18 -0.29
C 3.2844 1.2538 0.4325 -0.82 0.71 -2.09 -0.06
C 1.2859 -0.0922 0.8971 -0.25 2.74 -3.10 0.20
C -0.1392 -1.8967 -0.8525 -0.64 2.11 -1.74 0.66
C -0.0420 -0.4302 0.6525 -1.99 -1.17 -0.48 -0.29
N -2.3614 1.3464 -1.4407 -3.69 -0.07 1.08 -0.39
N 1.9787 0.7300 0.1379 -1.98 -0.74 -0.92 -0.44
N -2.3925 0.2731 0.5113 0.72 0.81 0.84 0.00
N -1.0706 0.3721 0.0616 0.11 0.64 0.06 -0.15
N -0.2784 -1.3759 -1.9336 0.63 -0.52 0.83 -0.67
N -2.6038 -0.3508 1.7480 0.00 -0.57 -1.57 -0.66
N -0.2438 -2.9903 -0.1488 -0.01 0.68 2.16 -0.79
H -4.2097 1.0477 -0.2686 -0.11 -0.06 -0.23 0.27
H -0.3229 1.5096 -1.6116 -0.19 -0.84 0.06 0.24
H 4.8289 2.5878 -0.2112 -0.05 -0.67 0.52 0.26
H 3.6023 2.3382 -1.3480 -1.70 0.46 -2.99 0.21
H 3.5805 0.9808 1.3991 0.69 -0.20 1.15 0.23
H 1.7239 -0.4565 1.7248 1.63 -1.48 2.78 0.23
H -0.5165 -0.8785 1.5010 0.01 -0.32 0.44 0.27
H 1.3826 0.9445 -0.7104 2.02 0.51 0.98 0.41
H -0.2816 -1.1457 -2.9398 0.08 -0.62 1.20 0.50
H -3.1882 -1.1286 1.5240 -0.53 -0.53 0.71 0.40
H -2.7722 0.1138 2.6482 -0.07 0.70 -1.11 0.44
H -0.4342 -2.9039 0.8888 0.53 -0.73 -2.10 0.45
H -0.3945 -3.8080 -0.6923 -0.23 -1.17 0.03 0.45

---

[4]
22
Properties=species:S:1:pos:R:3:forces:R:3:nbo_charge:R:1 method="wB97M-V/def2-TZVPD" largest_force_ev_per_a=3.0 homo_lumo_gap_ev=8.008 e_tot_ev=-11004.2679 de_lowest_ev=3.485
C -1.0373 0.7722 1.2988 1.00 -1.18 -1.69 -0.24
C -1.7331 0.8019 -1.0734 -0.28 -0.16 0.16 -0.41
C 2.6678 -0.0703 0.2506 -0.24 -0.39 -0.51 -0.66
N -1.6333 0.0564 0.1736 -2.35 -0.46 -0.74 -0.47
C 1.2600 0.4208 0.0443 -0.30 1.44 2.63 0.27
C -1.5172 -1.3580 0.1251 0.27 1.11 0.83 0.00
C 0.3524 0.2632 1.0480 2.19 0.58 0.47 -0.24
C -0.6876 -1.9814 -0.7001 1.30 1.28 -0.86 -0.48
O 1.1166 1.3990 -0.9267 0.04 -0.10 -0.10 -0.71
H 1.9791 1.7995 -1.1020 -0.16 -0.21 -0.02 0.48
H -1.1650 1.8455 1.1624 -0.15 -0.12 0.19 0.21
H -1.4350 0.3931 2.2424 0.07 0.31 0.04 0.20
H -2.0221 -1.8516 0.9597 -0.16 -0.19 -0.35 0.18
H 0.6215 -0.5219 1.7411 0.25 -0.15 -0.02 0.20
H -1.1103 1.6907 -1.0475 -0.01 0.01 -0.07 0.21
H -1.4208 0.1937 -1.9183 -0.02 0.08 -0.04 0.21
H -2.7778 1.0962 -1.2132 0.02 0.12 -0.20 0.18
H 3.2623 0.6435 0.8233 -0.06 0.13 -0.02 0.21
H 3.1585 -0.2170 -0.7105 0.14 -0.18 -0.08 0.21
H 2.6646 -1.0110 0.7955 0.06 -0.06 -0.01 0.23
H -0.6308 -3.0546 -0.7154 0.16 -0.18 -0.18 0.21
H 0.0876 -1.3100 -1.2575 -1.76 -1.69 0.59 0.21

---

[5]
22
Properties=species:S:1:pos:R:3:forces:R:3:nbo_charge:R:1 method="wB97M-V/def2-TZVPD" largest_force_ev_per_a=0.4 homo_lumo_gap_ev="7.158 / 7.155" e_tot_ev=-11002.1789 de_lowest_ev=5.574
C 1.6752 0.3355 -0.1802 -0.20 0.23 -0.07 0.05
C 1.2011 1.6660 0.0880 0.05 -0.32 -0.05 -0.45
C 0.8405 -0.9281 0.6760 0.08 -0.25 -0.18 0.05
O 1.6506 -0.0369 -1.5133 -0.06 -0.02 0.19 -0.72
N 1.0820 -2.0640 0.0490 -0.09 0.29 0.14 -0.84
H 1.5581 -1.0194 -1.4794 0.01 0.06 0.04 0.50
H 2.6458 0.1601 0.2993 -0.08 -0.04 0.03 0.20
H 1.5032 -2.7707 0.6441 -0.04 0.09 0.00 0.35
H 1.0985 -0.8148 1.7399 0.00 -0.02 -0.02 0.16
H 0.8018 2.2180 -0.7565 -0.02 -0.01 0.01 0.24
H 1.7571 2.2608 0.8057 -0.04 -0.04 0.00 0.23
H 0.0738 1.4730 0.7541 0.04 -0.03 0.02 0.21
C -0.8751 -0.4490 0.6031 0.00 0.40 0.06 -0.30
C -1.4071 -0.8075 -0.7411 -0.07 0.07 -0.14 -0.18
C -1.0577 0.8905 1.0978 0.07 -0.32 -0.17 -0.43
C -2.2824 -0.1181 -1.4663 0.13 -0.05 0.12 -0.39
H -1.1468 -1.1950 1.3499 0.11 0.01 0.01 0.25
H -1.0114 -1.7412 -1.1259 0.01 0.01 0.00 0.23
H -1.7006 1.5756 0.5569 0.03 -0.01 -0.03 0.23
H -2.7224 0.8164 -1.1378 0.02 -0.01 0.03 0.18
H -1.0874 1.0249 2.1753 0.03 -0.01 -0.03 0.23
H -2.5969 -0.4760 -2.4387 0.03 -0.01 0.04 0.20

---

[6]
22
Properties=species:S:1:pos:R:3:forces:R:3:nbo_charge:R:1 method="wB97M-V/def2-TZVPD" largest_force_ev_per_a=1.8 homo_lumo_gap_ev="7.642 / 6.397" e_tot_ev=-11002.7362 de_lowest_ev=5.017
C 1.3913 0.4540 1.0111 -0.07 -0.22 -0.45 -0.72
C -1.4076 -0.6546 1.7377 0.02 0.24 -0.18 -0.61
C 0.7242 -0.6707 0.2993 0.06 -0.66 1.15 0.57
C -0.7126 -0.8689 0.4074 0.05 0.51 -1.00 -0.36
O 1.5686 -1.7002 0.0260 -0.41 0.59 -0.22 -0.65
H 1.0689 -2.4508 -0.3203 -0.04 0.01 0.04 0.48
H -1.0002 -1.8350 -0.0192 0.04 0.04 -0.09 0.20
H 0.8489 1.3792 0.8031 -0.13 0.08 -0.08 0.27
H 1.3565 0.2774 2.0890 -0.05 -0.05 0.00 0.24
H 2.4277 0.5332 0.6891 -0.01 0.02 0.02 0.24
H -1.0902 -1.3925 2.4776 0.05 0.02 -0.02 0.21
H -2.4876 -0.7537 1.6172 0.02 0.05 -0.01 0.22
H -1.1936 0.3379 2.1332 -0.04 0.03 0.04 0.22
C -1.0506 0.3505 -0.8374 1.46 -1.02 0.02 0.00
C 0.3100 0.1451 -1.6839 -0.91 1.01 -0.58 -0.28
C 1.0144 1.2036 -2.1176 -0.11 -0.50 0.43 -0.36
N -1.2514 1.6135 -0.4597 0.57 0.34 0.68 -0.81
H -1.7528 1.6690 0.4242 -0.39 -0.02 -0.23 0.32
H -1.7873 -0.1217 -1.5074 -0.10 -0.42 0.39 0.21
H 0.3863 -0.7924 -2.2338 0.10 -0.08 0.15 0.19
H 0.8628 2.1693 -1.6544 -0.16 0.08 -0.07 0.22
H 1.7743 1.1079 -2.8813 0.06 -0.04 0.02 0.19